Entry 1:
{
  "formula": "CH3O2S2",
  "method": "ωB97M-V/def2-TZVPD",
  "symbols": ["C", "O", "O", "S", "S", "H", "H", "H"],
  "coordinates": [[0.58271, 0.09974, 0.80802], [0.87352, 0.06194, 2.18688], [-1.22405, -1.49213, 1.83983], [-2.11093, 0.53288, -0.14502], [-0.87690, -0.08259, 1.73481], [0.94928, -0.76353, 0.24675], [0.80538, 1.04796, 0.31943], [-1.92204, -0.66117, -0.67767]],
  "atomic_forces_ev_per_a": [[0.38, 0.09, 0.69], [1.12, -0.33, 1.13], [-0.20, -1.03, 0.32], [-1.77, 0.82, -1.07], [0.92, 0.93, -0.56], [-0.31, -0.07, -0.11], [-0.22, 0.05, -0.13], [0.08, -0.46, -0.27]],
  "nbo_charge": [-0.33, -0.79, -1.00, -0.70, 1.39, 0.16, 0.16, 0.11],
  "lumo_ev": 3.88,
  "e_tot_ev": -26850.1448,
  "orbital_gap_ev": 7.17,
  "charge": -1,
  "relative_energy_ev": 2.751,
  "homo_energy_ev": -3.286
}

=====

Entry 2:
{
  "formula": "CH3O3",
  "method": "ωB97M-V/def2-TZVPD",
  "symbols": ["O", "H", "H", "O", "O", "C", "H"],
  "coordinates": [[-2.44649, -0.22463, 0.69784], [-2.28676, 0.10345, 1.61168], [-1.60905, -0.03623, 0.21674], [0.55601, 0.62895, -0.70857], [2.69404, 0.63508, -0.42549], [1.60094, -0.00035, -0.63994], [1.49131, -1.10627, -0.75226]],
  "atomic_forces_ev_per_a": [[0.57, 0.41, 0.71], [-0.02, -0.33, -1.13], [-0.25, 0.00, 0.25], [-3.34, 0.07, -0.28], [-0.21, -2.53, -0.37], [2.49, 2.44, 0.77], [0.76, -0.06, 0.04]],
  "nbo_charge": [-0.98, 0.46, 0.51, -0.80, -0.81, 0.60, 0.02],
  "lumo_ev": 4.16,
  "e_tot_ev": -7229.3531,
  "orbital_gap_ev": 7.88,
  "charge": -1,
  "relative_energy_ev": 0.653,
  "homo_energy_ev": -3.718
}

=====

Entry 3:
{
  "formula": "CH3O3",
  "method": "ωB97M-V/def2-TZVPD",
  "symbols": ["O", "C", "O", "H", "H", "H", "O"],
  "coordinates": [[1.07377, -0.02851, -0.72665], [-0.09377, -0.24260, -1.13545], [-1.15660, -0.15679, -0.48720], [-0.13060, -0.62669, -2.18696], [0.77565, 0.52121, 1.33967], [-0.50421, 0.09006, 1.22407], [0.03576, 0.44332, 1.97251]],
  "atomic_forces_ev_per_a": [[-0.16, 0.17, -0.11], [0.87, -0.37, 0.41], [-0.26, -0.04, -0.24], [-0.37, 0.16, -0.08], [0.49, 0.26, 0.53], [-0.87, 0.11, 0.50], [0.30, -0.30, -1.01]],
  "nbo_charge": [-0.80, 0.63, -0.79, 0.01, 0.48, 0.49, -1.02],
  "lumo_ev": 4.71,
  "e_tot_ev": -7229.9411,
  "orbital_gap_ev": 9.30,
  "charge": -1,
  "relative_energy_ev": 0.065,
  "homo_energy_ev": -4.587
}

=====

Entry 4:
{
  "formula": "CH3O3",
  "method": "ωB97M-V/def2-TZVPD",
  "symbols": ["O", "O", "H", "O", "C", "H", "H"],
  "coordinates": [[0.39387, 2.14639, 0.60634], [-0.08401, 3.05387, -0.11394], [0.55337, 0.11400, 0.54903], [0.66007, -0.47488, -0.23761], [-0.28476, -1.37982, -0.26599], [-0.75034, -1.61535, 0.68961], [-0.48821, -1.84421, -1.22745]],
  "atomic_forces_ev_per_a": [[-1.56, 3.26, -2.24], [1.55, -2.97, 2.32], [0.26, -0.92, -1.04], [1.68, 2.44, 0.70], [-1.78, -1.52, 0.32], [-0.21, -0.30, -0.52], [0.05, 0.01, 0.44]],
  "lowdin_spin": [0.98, 1.02, 0.00, 0.25, 0.65, 0.05, 0.05],
  "lumo_ev": [1.08, -1.44],
  "e_tot_ev": -7221.9400,
  "orbital_gap_ev": [8.01, 10.44],
  "s2": 3.762,
  "spin_multiplicity": 4,
  "relative_energy_ev": 0.000,
  "homo_energy_ev": [-6.927, -11.875]
}

=====

Entry 5:
{
  "formula": "CH3O3PS",
  "method": "ωB97M-V/def2-TZVPD",
  "symbols": ["C", "O", "O", "O", "P", "S", "H", "H", "H"],
  "coordinates": [[1.33748, 0.48476, 0.01704], [-1.90234, 1.20905, 0.47944], [0.32463, 0.11869, 1.05020], [0.58275, 0.83074, -1.13231], [-2.15793, -1.51878, -0.22865], [-1.01123, 0.12769, 0.13424], [1.93967, 1.24948, 0.43245], [1.97516, -0.32464, -0.02920], [-1.08819, -2.17699, -0.72320]],
  "atomic_forces_ev_per_a": [[-1.99, 1.25, -0.67], [0.91, -0.27, -0.10], [-0.80, -0.13, -1.32], [-1.10, -1.62, 3.13], [-0.36, 1.36, 0.43], [0.75, 1.10, -0.67], [0.16, 1.51, 0.38], [1.01, -2.29, -0.79], [1.42, -0.92, -0.37]],
  "nbo_charge": [0.21, -0.83, -0.68, -0.68, 0.06, 1.64, 0.16, 0.15, -0.04],
  "lumo_ev": [-1.87, -1.87],
  "e_tot_ev": -27347.4119,
  "orbital_gap_ev": [7.58, 7.58],
  "relative_energy_ev": 5.424,
  "homo_energy_ev": [-9.448, -9.447]
}

=====

Entry 6:
{
  "formula": "CH3O3S",
  "method": "ωB97M-V/def2-TZVPD",
  "symbols": ["C", "O", "O", "O", "S", "H", "H", "H"],
  "coordinates": [[-1.80971, -1.92369, 0.15829], [2.89260, 0.55274, -0.13934], [1.75893, 2.82954, -0.38966], [-1.60447, -3.15619, 0.03984], [1.50828, 1.09504, -0.18901], [-1.03468, -1.26185, 0.48501], [1.07361, 3.41578, -0.01027], [-2.78457, -1.55137, 0.04514]],
  "atomic_forces_ev_per_a": [[1.53, -4.76, 0.22], [1.57, -0.52, 0.18], [-0.07, 0.83, -0.23], [-0.58, 3.43, 0.16], [-1.98, 0.64, 0.01], [0.78, 0.62, 0.02], [0.38, -1.00, 0.06], [-1.62, 0.75, -0.43]],
  "nbo_charge": [0.26, -1.05, -0.98, -0.53, 0.59, 0.14, 0.45, 0.10],
  "lumo_ev": 3.31,
  "e_tot_ev": -18061.8877,
  "orbital_gap_ev": 4.56,
  "charge": -1,
  "relative_energy_ev": 2.972,
  "homo_energy_ev": -1.249
}

=====

Entry 7:
{
  "formula": "CH3O3Si",
  "method": "ωB97M-V/def2-TZVPD",
  "symbols": ["C", "O", "O", "O", "Si", "H", "H", "H"],
  "coordinates": [[-2.43833, 0.19731, -0.08333], [-2.94939, 1.26542, -0.29215], [-2.90857, -0.93310, 0.01471], [0.95195, 1.33110, -0.30701], [-0.65385, -0.22049, -0.05776], [0.67472, 1.88586, 0.43252], [-0.22496, -0.74217, -1.38188], [-0.35176, -1.38874, 0.84825]],
  "atomic_forces_ev_per_a": [[-0.07, 0.82, 0.24], [-1.02, 2.20, -0.27], [-0.44, -2.18, 0.16], [-2.51, -2.37, 1.04], [3.86, 0.57, -1.31], [0.19, 0.24, -0.08], [-0.25, -0.06, 0.03], [0.24, 0.77, 0.19]],
  "nbo_charge": [0.43, -0.70, -0.72, -1.09, 1.07, 0.43, -0.22, -0.21],
  "lumo_ev": 4.02,
  "e_tot_ev": -15106.3124,
  "orbital_gap_ev": 8.39,
  "charge": -1,
  "relative_energy_ev": 2.102,
  "homo_energy_ev": -4.377
}

=====

Entry 8:
{
  "formula": "CH3O4S",
  "method": "ωB97M-V/def2-TZVPD",
  "symbols": ["C", "O", "O", "O", "O", "S", "H", "H", "H"],
  "coordinates": [[0.48515, -0.31519, 0.31578], [-1.40552, 1.12912, -0.74236], [-2.45355, -0.62364, 0.63430], [1.13283, -0.96486, -0.78907], [0.82725, 0.97090, 0.46778], [-1.44374, -0.29833, -0.44462], [0.75451, -0.93417, 1.19902], [2.07069, -0.53086, -0.97910], [0.03239, 1.56703, 0.33828]],
  "atomic_forces_ev_per_a": [[-1.05, -1.54, -0.61], [-0.03, 2.40, -0.31], [1.16, 0.25, -0.55], [2.94, 1.45, -0.83], [0.53, 1.58, 0.67], [-0.17, -2.54, 1.44], [-0.60, 0.42, -0.10], [-3.03, -1.11, 0.89], [0.25, -0.92, -0.60]],
  "nbo_charge": [0.17, -1.06, -1.05, -0.78, -0.76, 1.43, 0.10, 0.45, 0.50],
  "lumo_ev": 3.93,
  "e_tot_ev": -20111.1478,
  "orbital_gap_ev": 7.13,
  "charge": -1,
  "relative_energy_ev": 1.478,
  "homo_energy_ev": -3.199
}

=====

Entry 9:
{
  "formula": "CH3O4S2",
  "method": "ωB97M-V/def2-TZVPD",
  "symbols": ["C", "O", "O", "O", "O", "S", "S", "H", "H", "H"],
  "coordinates": [[-0.53779, 1.01729, 0.26077], [0.64580, -0.26004, -1.70021], [-1.79956, -0.15262, -1.45840], [-0.43051, -1.68697, -0.05937], [1.76570, -0.23945, 1.04892], [-1.11644, 1.07276, 1.76370], [-0.51578, -0.46196, -0.83282], [-0.63932, 1.88978, -0.43989], [1.24906, -0.15450, 0.19561], [1.37885, -1.02430, 1.22169]],
  "atomic_forces_ev_per_a": [[0.69, 0.62, -2.40], [-0.33, 0.04, 0.47], [0.20, -0.98, -0.32], [-0.25, 0.19, 0.29], [1.27, 3.50, -2.17], [-0.65, -0.02, 1.53], [-1.41, 1.11, -1.02], [0.11, -0.83, 0.86], [2.02, 0.91, 0.91], [-1.64, -4.55, 1.85]],
  "lowdin_spin": [0.70, 0.04, 0.09, 0.02, 0.03, 1.02, 0.05, 0.05, 0.01, 0.00],
  "lumo_ev": [3.29, 1.22],
  "e_tot_ev": -30944.7857,
  "orbital_gap_ev": [6.57, 7.04],
  "s2": 2.006,
  "charge": -1,
  "spin_multiplicity": 3,
  "relative_energy_ev": 0.694,
  "homo_energy_ev": [-3.286, -5.821]
}

=====

Entry 10:
{
  "formula": "CH3O4Si",
  "method": "ωB97M-V/def2-TZVPD",
  "symbols": ["C", "O", "O", "O", "O", "Si", "H", "H", "H"],
  "coordinates": [[2.32782, 0.15041, 0.10667], [2.90119, -0.90797, 0.16360], [2.79757, 1.32140, 0.00171], [-0.09854, -1.48110, 0.33299], [-1.16964, 1.12053, 0.02631], [0.40844, -0.02612, -0.35403], [0.66168, -1.79930, 0.86518], [-1.21131, 1.65778, 0.85150], [-0.02059, -0.04557, -1.62918]],
  "atomic_forces_ev_per_a": [[-0.77, 3.91, -1.49], [0.73, -2.62, 0.69], [-0.59, -0.83, 0.48], [0.99, 0.18, 0.34], [2.55, -0.80, 0.43], [-2.32, 1.03, 4.23], [-0.54, 0.06, -0.48], [0.42, -0.83, -0.91], [-0.47, -0.10, -3.29]],
  "nbo_charge": [0.46, -0.73, -0.77, -1.10, -1.11, 1.59, 0.49, 0.46, -0.28],
  "lumo_ev": 3.86,
  "e_tot_ev": -17156.1475,
  "orbital_gap_ev": 8.04,
  "charge": -1,
  "smiles": "O=C([O-])[SiH](O)O",
  "relative_energy_ev": 1.505,
  "homo_energy_ev": -4.178
}